{
  "formula": "C45H72N6O2PRuTe",
  "method": "the ωB97M-V functional and the def2-TZVPD basis",
  "species": ["Ru", "N", "C", "C", "C", "N", "H", "H", "H", "H", "H", "H", "H", "H", "H", "H", "C", "C", "C", "C", "C", "C", "Te", "C", "C", "C", "H", "H", "H", "H", "H", "H", "H", "H", "H", "H", "H", "O", "P", "C", "C", "C", "C", "C", "C", "C", "C", "C", "C", "C", "C", "C", "C", "C", "C", "C", "C", "H", "H", "H", "H", "H", "H", "H", "H", "H", "H", "H", "H", "H", "H", "H", "H", "H", "H", "H", "H", "H", "H", "H", "H", "H", "H", "H", "H", "H", "H", "H", "H", "H", "C", "N", "N", "C", "O", "C", "C", "C", "C", "C", "C", "C", "C", "C", "H", "H", "H", "H", "H", "H", "H", "H", "H", "H", "H", "H", "C", "N", "C", "C", "N", "C", "H", "H", "H", "H", "H", "H"],
  "coordinates": [[-0.725, 0.001, -0.196], [1.221, 0.160, 0.639], [1.450, 0.958, 1.854], [1.044, 2.406, 1.628], [-0.464, 2.593, 1.562], [-1.041, 2.051, 0.307], [1.432, -0.823, 0.798], [1.850, 0.470, -0.098], [2.496, 0.887, 2.161], [0.836, 0.517, 2.637], [1.502, 2.782, 0.705], [1.438, 3.025, 2.434], [-0.721, 3.651, 1.642], [-0.942, 2.067, 2.388], [-0.646, 2.565, -0.479], [-2.035, 2.272, 0.311], [-7.645, -4.058, -2.650], [-6.586, -3.053, -2.301], [-5.887, -3.126, -1.107], [-4.879, -2.223, -0.783], [-4.211, -2.379, 0.556], [-4.575, -1.201, -1.689], [-3.116, 0.253, -1.318], [-5.290, -1.084, -2.903], [-5.019, -0.011, -3.926], [-6.269, -2.022, -3.184], [-7.956, -4.629, -1.778], [-7.269, -4.762, -3.396], [-8.521, -3.571, -3.078], [-6.129, -3.912, -0.398], [-4.853, -1.985, 1.347], [-3.255, -1.855, 0.619], [-4.050, -3.438, 0.770], [-4.959, 0.981, -3.479], [-5.813, 0.006, -4.670], [-4.078, -0.194, -4.450], [-6.815, -1.941, -4.117], [0.428, -1.898, -0.761], [0.350, -3.362, -1.202], [-0.707, -4.350, -0.110], [-0.527, -3.937, 1.362], [-1.442, -4.735, 2.299], [-1.510, -6.238, 1.966], [-0.410, -6.646, 0.996], [-0.553, -5.885, -0.319], [2.040, -4.039, -1.270], [2.687, -4.207, 0.117], [4.193, -4.405, -0.038], [4.863, -3.129, -0.577], [3.884, -2.286, -1.404], [2.938, -3.179, -2.203], [-0.300, -3.455, -2.896], [-1.718, -2.824, -2.971], [-2.771, -3.857, -3.359], [-2.466, -4.457, -4.733], [-0.970, -4.801, -4.898], [-0.254, -4.847, -3.550], [-1.715, -4.039, -0.418], [-0.726, -2.869, 1.475], [0.508, -4.094, 1.663], [-2.447, -4.301, 2.285], [-1.064, -4.601, 3.312], [-2.476, -6.485, 1.518], [-1.437, -6.830, 2.879], [-0.468, -7.715, 0.788], [0.571, -6.470, 1.444], [-1.443, -6.259, -0.831], [0.292, -6.122, -0.967], [1.949, -5.033, -1.718], [2.241, -5.057, 0.632], [2.502, -3.322, 0.734], [4.366, -5.239, -0.723], [4.635, -4.692, 0.915], [5.718, -3.401, -1.197], [5.255, -2.530, 0.246], [4.437, -1.626, -2.076], [3.288, -1.643, -0.748], [3.526, -3.841, -2.843], [2.332, -2.575, -2.881], [0.391, -2.821, -3.462], [-1.718, -2.022, -3.716], [-1.979, -2.346, -2.023], [-3.758, -3.395, -3.365], [-2.809, -4.645, -2.598], [-2.764, -3.742, -5.502], [-3.078, -5.346, -4.887], [-0.476, -4.058, -5.532], [-0.855, -5.759, -5.404], [0.782, -5.162, -3.689], [-0.732, -5.595, -2.917], [-4.016, -1.077, 5.657], [-3.630, -0.638, 4.329], [-2.379, -0.891, 3.795], [-2.337, -0.404, 2.508], [-1.261, -0.434, 1.842], [-3.624, 0.123, 2.251], [-4.382, -0.056, 3.388], [-5.811, 0.288, 3.624], [-1.266, -1.221, 4.628], [-1.159, -2.491, 5.169], [-0.087, -2.789, 5.999], [0.870, -1.822, 6.273], [0.751, -0.549, 5.731], [-0.326, -0.241, 4.915], [-3.164, -1.006, 6.327], [-4.387, -2.102, 5.646], [-4.797, -0.413, 6.018], [-3.961, 0.590, 1.343], [-6.205, 0.824, 2.765], [-5.929, 0.918, 4.505], [-6.410, -0.612, 3.772], [-1.911, -3.236, 4.947], [-0.001, -3.777, 6.431], [1.702, -2.056, 6.923], [1.486, 0.211, 5.964], [-0.454, 0.756, 4.513], [2.396, 0.249, -4.778], [1.344, 0.639, -3.848], [0.350, 1.554, -4.081], [-0.410, 1.579, -2.956], [0.102, 0.688, -2.032], [1.156, 0.143, -2.617], [2.850, 1.138, -5.210], [1.987, -0.372, -5.572], [3.156, -0.308, -4.236], [0.278, 2.104, -5.003], [-1.273, 2.192, -2.758], [1.790, -0.604, -2.176]],
  "lowdin_spin": [0.156, 0.000, 0.001, 0.000, 0.000, 0.002, 0.000, 0.001, 0.000, 0.000, 0.000, 0.000, 0.000, 0.000, 0.000, 0.007, 0.005, 0.027, -0.003, 0.027, 0.006, 0.051, 0.577, 0.024, 0.014, -0.003, 0.000, 0.002, 0.001, -0.001, 0.001, 0.003, 0.000, 0.004, 0.000, 0.003, 0.000, 0.001, 0.000, 0.000, 0.000, 0.000, 0.000, 0.000, 0.000, 0.000, 0.000, 0.000, 0.000, 0.000, 0.000, 0.000, 0.005, 0.001, 0.000, 0.000, 0.000, 0.000, 0.000, 0.000, 0.000, 0.000, 0.000, 0.000, 0.000, 0.000, 0.000, 0.000, 0.000, 0.000, 0.000, 0.000, 0.000, 0.000, 0.000, 0.000, 0.000, 0.000, 0.000, 0.000, 0.002, 0.003, 0.000, 0.000, 0.000, 0.000, 0.000, 0.000, 0.000, 0.000, 0.000, 0.001, 0.000, 0.001, 0.002, 0.022, 0.002, 0.000, 0.000, 0.000, 0.000, 0.000, 0.000, 0.000, 0.000, 0.000, 0.000, 0.028, 0.000, 0.000, 0.000, 0.000, 0.000, 0.000, 0.000, 0.000, 0.000, 0.000, 0.004, 0.013, 0.004, 0.000, 0.000, 0.000, 0.000, 0.000, 0.005, 0.000],
  "charge": 2,
  "max_force_ev_per_a": 0.980,
  "e_above_lowest_ev": 0.000,
  "spin_multiplicity": 2,
  "homo_ev": [-12.35, -12.54],
  "e_lumo_ha": [-0.1367, -0.2335]
}